(1)
Computed, not measured: a 2-piece molecular cluster, CH3O2S2 overall, with ωB97M-V/def2-TZVPD.

CARTESIAN COORDINATES (ANGSTROEM)
C  -2.309  0.240  -0.080
O  3.900  -0.852  -0.548
O  2.100  0.102  1.059
S  -3.829  -0.510  -0.268
S  2.894  0.314  -0.423
H  -2.355  1.280  0.272
H  -1.630  -0.147  -0.851
H  1.230  -0.428  0.839

The value obtained for the lowest unoccupied orbital energy (alpha / beta) is 1.288 / 1.203 eV. The value obtained for the strongest force on any atom is 0.0907 Eh/bohr. The electronic energy comes out at -986.68845 hartree. For the highest occupied orbital energy (alpha / beta), the calculation gives -1.51 / -1.40 eV. The energy relative to the best compared isomer or geometry (same formula, charge and spin) comes out at 86.1 kcal per mole. The net charge is -1.

***

(2)
Computed, not measured: a 2-piece molecular cluster, CH3O3 overall, with ωB97M-V/def2-TZVPD.

CARTESIAN COORDINATES (ANGSTROEM)
O  2.640  1.459  5.226
H  2.112  1.491  4.396
H  2.313  0.659  5.697
O  -0.927  1.758  0.861
O  0.000  0.000  0.000
C  -1.019  0.626  0.383
H  -2.003  0.140  0.177

The value obtained for the lowest unoccupied orbital energy is 3.555 eV. The value obtained for the strongest force on any atom is 0.0481 Eh/bohr. The electronic energy comes out at -265.66714 hartree. For the highest occupied orbital energy, the calculation gives -3.52 eV. The energy relative to the best compared isomer or geometry (same formula, charge and spin) comes out at 19.3 kcal per mole. The net charge is -1.

***

(3)
Computed, not measured: one molecule with the formula CH3O3PS, with ωB97M-V/def2-TZVPD.

CARTESIAN COORDINATES (ANGSTROEM)
O  0.333  -0.586  -1.149
C  0.374  0.178  0.038
O  1.145  1.240  0.111
O  0.780  -0.687  1.059
P  -1.778  0.481  0.738
S  -2.883  -0.245  -0.610
H  -0.092  -0.041  -1.893
H  1.550  1.200  0.966
H  0.572  -1.542  0.740

The value obtained for the lowest unoccupied orbital energy is -1.173 eV. As for the structure (SMILES): OC(O)(O)P=S. The value obtained for the strongest force on any atom is 0.0846 Eh/bohr. The electronic energy comes out at -1005.12122 hartree. For the highest occupied orbital energy, the calculation gives -7.94 eV. The energy relative to the best compared isomer or geometry (same formula, charge and spin) comes out at 48.3 kcal per mole.

***

(4)
Computed, not measured: a 3-piece molecular cluster, CH3O3S overall, with ωB97M-V/def2-TZVPD.

CARTESIAN COORDINATES (ANGSTROEM)
C  -1.471  -1.756  -0.040
O  -0.546  -1.406  0.746
O  0.819  0.343  -0.983
O  -2.494  -2.351  0.272
S  0.945  -0.436  0.325
H  -1.418  -1.160  -1.070
H  2.123  3.802  0.292
H  2.043  2.964  0.457

The value obtained for the lowest unoccupied orbital energy is 4.023 eV. The value obtained for the strongest force on any atom is 0.0764 Eh/bohr. The electronic energy comes out at -663.78305 hartree. For the highest occupied orbital energy, the calculation gives -2.52 eV. The energy relative to the best compared isomer or geometry (same formula, charge and spin) comes out at 55.4 kcal per mole. The net charge is -1.

***

(5)
Computed, not measured: a 2-piece molecular cluster, CH3O3S2 overall, with ωB97M-V/def2-TZVPD.

CARTESIAN COORDINATES (ANGSTROEM)
C  1.435  -0.457  -0.628
O  -1.472  1.796  1.384
O  -2.642  -0.356  1.200
O  -1.381  0.458  -0.724
S  0.975  -1.300  0.936
S  -1.587  0.478  0.730
H  2.143  -1.137  -1.044
H  1.860  0.642  -0.602
H  0.669  -0.123  -1.252

The value obtained for the lowest unoccupied orbital energy (alpha / beta) is 2.744 / 2.522 eV. The value obtained for the strongest force on any atom is 0.0605 Eh/bohr. The electronic energy comes out at -1061.99611 hartree. For the highest occupied orbital energy (alpha / beta), the calculation gives -4.06 / -3.99 eV. The energy relative to the best compared isomer or geometry (same formula, charge and spin) comes out at 46.4 kcal per mole. The net charge is -1.

***

(6)
Computed, not measured: a 2-piece molecular cluster, CH3O4S overall, with ωB97M-V/def2-TZVPD.

CARTESIAN COORDINATES (ANGSTROEM)
C  0.747  0.571  -1.311
O  -1.880  0.051  0.864
O  -0.436  -0.196  2.841
O  -0.703  -2.074  1.268
O  1.330  0.312  -0.123
S  -0.795  -0.650  1.515
H  0.522  -0.346  -1.899
H  1.417  1.194  -1.941
H  -0.201  1.138  -1.213

The value obtained for the lowest unoccupied orbital energy (alpha / beta) is 3.374 / 2.988 eV. The value obtained for the strongest force on any atom is 0.0372 Eh/bohr. The electronic energy comes out at -739.02243 hartree. For the highest occupied orbital energy (alpha / beta), the calculation gives -4.61 / -3.50 eV. The energy relative to the best compared isomer or geometry (same formula, charge and spin) comes out at 64.6 kcal per mole. The net charge is -1.

***

(7)
Computed, not measured: a 2-piece molecular cluster, CH3O4S2 overall, with ωB97M-V/def2-TZVPD.

CARTESIAN COORDINATES (ANGSTROEM)
C  1.752  -0.592  -1.652
O  -0.350  -0.383  0.873
O  -0.609  1.986  -0.027
O  0.439  1.505  2.327
O  0.878  0.310  -1.531
S  2.554  -1.309  -0.462
S  0.328  1.117  0.596
H  1.948  -0.904  -2.641
H  0.346  -0.889  1.274
H  -0.498  1.560  2.770

The value obtained for the lowest unoccupied orbital energy is 3.542 eV. The value obtained for the strongest force on any atom is 0.0693 Eh/bohr. The electronic energy comes out at -1137.26834 hartree. For the highest occupied orbital energy, the calculation gives -3.98 eV. The energy relative to the best compared isomer or geometry (same formula, charge and spin) comes out at 30.1 kcal per mole. The net charge is -1.

***

(8)
Computed, not measured: CH3O4S2 as an isolated structure, with ωB97M-V/def2-TZVPD.

CARTESIAN COORDINATES (ANGSTROEM)
C  2.061  0.062  0.995
O  1.007  1.269  -1.096
O  -1.224  0.529  0.588
O  -1.527  -0.640  -1.651
O  -2.736  -1.444  0.465
S  0.922  1.065  0.385
S  -2.326  -0.203  -0.216
H  -0.929  -0.043  -2.078
H  2.033  0.091  2.063
H  2.720  -0.686  0.545

The value obtained for the lowest unoccupied orbital energy is 3.603 eV. The value obtained for the strongest force on any atom is 0.0433 Eh/bohr. The electronic energy comes out at -1137.23564 hartree. For the highest occupied orbital energy, the calculation gives -4.16 eV. The energy relative to the best compared isomer or geometry (same formula, charge and spin) comes out at 50.6 kcal per mole. The net charge is -1.

***

(9)
Computed, not measured: one molecule with the formula CH3PS, with ωB97M-V/def2-TZVPD.

CARTESIAN COORDINATES (ANGSTROEM)
C  -0.107  -0.381  -0.346
P  0.853  1.195  0.004
S  -1.833  0.083  0.104
H  -0.068  -0.633  -1.405
H  0.216  -1.225  0.257
H  0.939  0.961  1.386

The value obtained for the lowest unoccupied orbital energy (alpha / beta) is -2.373 / -2.372 eV. The value obtained for the strongest force on any atom is 0.0625 Eh/bohr. The electronic energy comes out at -779.33981 hartree. For the highest occupied orbital energy (alpha / beta), the calculation gives -8.82 / -8.82 eV. The energy relative to the best compared isomer or geometry (same formula, charge and spin) comes out at 46.7 kcal per mole.

***

(10)
Computed, not measured: one molecule with the formula CH3PS4, with ωB97M-V/def2-TZVPD.

CARTESIAN COORDINATES (ANGSTROEM)
C  2.345  0.271  0.133
P  -0.417  0.179  0.210
S  2.268  -1.521  -0.177
S  0.282  -1.806  0.210
S  -3.500  0.937  0.286
S  -2.234  -0.367  -0.683
H  3.233  0.714  -0.455
H  2.304  0.447  1.272
H  -4.281  1.147  -0.797

The value obtained for the lowest unoccupied orbital energy (alpha / beta) is -1.264 / -1.218 eV. The value obtained for the strongest force on any atom is 0.0396 Eh/bohr. The electronic energy comes out at -1973.92211 hartree. For the highest occupied orbital energy (alpha / beta), the calculation gives -8.31 / -7.67 eV. The energy relative to the best compared isomer or geometry (same formula, charge and spin) comes out at 63.5 kcal per mole.

***

(11)
Computed, not measured: a 2-piece molecular cluster, CH3PS4 overall, with ωB97M-V/def2-TZVPD.

CARTESIAN COORDINATES (ANGSTROEM)
C  -0.275  1.598  1.537
P  -1.027  0.764  0.005
S  -0.333  0.144  2.727
S  -1.349  -0.962  1.298
S  0.530  -2.111  -2.485
S  1.390  -0.514  -3.120
H  0.679  1.858  1.409
H  -0.756  2.381  1.935
H  1.140  -3.158  -3.305

The value obtained for the lowest unoccupied orbital energy (alpha / beta) is -0.976 / -1.685 eV. The value obtained for the strongest force on any atom is 0.1030 Eh/bohr. The electronic energy comes out at -1973.91419 hartree. For the highest occupied orbital energy (alpha / beta), the calculation gives -8.51 / -7.53 eV. The energy relative to the best compared isomer or geometry (same formula, charge and spin) comes out at 68.5 kcal per mole.

***

(12)
Computed, not measured: a 2-piece molecular cluster, CH3PSi overall, with ωB97M-V/def2-TZVPD.

CARTESIAN COORDINATES (ANGSTROEM)
C  0.758  -1.498  0.311
Si  -0.544  2.104  -0.239
P  2.204  -2.035  0.418
H  -0.170  -1.271  0.542
H  -0.541  0.661  0.063
H  -1.707  2.040  -1.094

The value obtained for the lowest unoccupied orbital energy is -1.076 eV. The value obtained for the strongest force on any atom is 0.1102 Eh/bohr. The electronic energy comes out at -670.55980 hartree. For the highest occupied orbital energy, the calculation gives -8.80 eV. The energy relative to the best compared isomer or geometry (same formula, charge and spin) comes out at 64.7 kcal per mole.